Density functional theory data (ωB97M-V/def2-TZVPD) for C32H34BrCaGeN4O2 as an isolated structure in a non-equilibrium geometry.

Output
HOMO energy (spin up / spin down) (eV): -3.109 / -1.936
Relative energy (zero: lowest compared OMol25 entry of this formula, charge and spin) (kcal/mol): 60.6
DFT total energy (eV): -188788.9485
Molar mass (g mol⁻¹): 699.2
Total charge: -1
2S+1: 1

Structure (XYZ):
```
75
Properties=species:S:1:pos:R:3:forces:R:3
Ca -1.011 0.893 0.447 -1.266 -0.170 1.034
O 0.867 0.317 1.609 0.738 0.155 -1.347
C 1.998 0.829 1.268 0.550 0.434 1.084
C 2.604 1.791 2.133 -0.860 -0.321 -0.508
C 3.921 2.188 2.032 0.915 -0.453 0.834
C 4.674 1.586 1.005 1.204 0.931 -1.077
C 4.136 0.948 -0.075 0.894 -0.114 0.584
C 2.716 0.490 -0.093 -0.326 0.162 0.160
C 2.117 1.415 -1.119 -1.739 -1.142 -1.372
N 0.938 1.881 -0.950 0.479 1.062 0.203
C 0.411 2.929 -1.835 0.516 -0.528 -0.267
C -0.663 2.349 -2.745 0.252 0.865 -0.528
N -1.698 1.611 -1.998 1.164 1.219 -0.632
C -2.404 0.912 -2.803 0.124 -0.634 -0.172
C -3.663 0.370 -2.430 -0.617 -1.105 0.292
C -4.528 0.034 -3.490 -0.452 0.334 0.386
C -5.840 -0.301 -3.248 0.091 0.206 1.261
C -6.306 -0.334 -1.888 0.788 -0.437 -0.851
C -5.462 -0.160 -0.802 -0.581 0.083 -1.690
C -4.065 0.137 -1.051 0.603 -0.085 1.798
O -3.249 0.128 -0.034 -0.415 0.444 -1.767
H 1.981 2.214 2.913 -0.125 -0.356 0.078
H 4.441 2.759 2.843 -0.680 -0.478 -0.939
H 5.750 1.782 0.955 -0.245 0.106 0.057
H 4.753 0.770 -0.978 -0.435 -0.039 0.713
H 2.600 1.392 -2.158 -0.114 0.812 1.354
H 1.248 3.346 -2.436 -0.558 0.011 0.163
H -0.006 3.723 -1.188 0.175 -0.260 -0.301
H -0.191 1.655 -3.448 0.238 0.014 -0.102
H -1.059 3.209 -3.403 0.108 -1.175 1.091
H -2.014 0.706 -3.863 -0.830 0.557 1.086
H -4.144 0.172 -4.497 -0.126 -0.176 -0.040
H -6.543 -0.501 -4.027 -0.195 -0.096 -0.471
H -7.348 -0.627 -1.772 0.101 0.213 0.333
H -5.921 -0.262 0.178 0.725 0.094 0.094
Br -1.375 -6.260 0.469 0.164 -0.620 -0.161
C -1.441 -4.520 1.167 -1.593 1.050 0.064
C -0.417 -3.612 0.905 -0.347 -1.152 0.993
C -0.495 -2.370 1.491 -0.709 0.724 -0.097
C -1.691 -1.874 2.075 -0.728 -0.375 0.188
C -2.785 -2.744 2.132 0.576 -1.376 -0.401
C -2.660 -4.090 1.755 1.749 0.897 -0.216
N -1.835 -0.557 2.442 2.304 -0.914 -3.655
C -2.226 -0.008 3.501 -0.839 2.512 2.636
C -2.097 1.425 3.697 -0.096 -0.505 -0.843
C -2.143 2.033 4.946 0.022 0.920 1.199
C -1.874 3.404 5.108 -0.961 -2.555 1.169
C -1.732 4.161 3.959 0.687 2.591 -0.965
C -1.684 3.554 2.728 -0.999 -1.686 0.723
N -1.847 2.211 2.611 0.800 0.731 -2.081
H 0.464 -3.987 0.400 0.134 0.283 -0.012
H 0.336 -1.710 1.452 0.536 0.498 -0.065
H -3.747 -2.367 2.384 -0.549 0.262 0.499
H -3.454 -4.779 1.930 -0.478 -0.359 -0.163
H -2.656 -0.520 4.348 0.017 -0.623 0.491
H -2.390 1.365 5.775 0.245 0.441 0.112
H -1.875 3.803 6.129 0.013 0.089 -0.589
H -1.646 5.269 3.987 0.006 -0.904 0.162
H -1.671 4.132 1.803 0.311 -0.125 0.168
C 3.968 -1.032 -3.531 -0.509 -0.653 -1.666
Ge 3.968 -1.816 -1.777 -0.421 -0.600 1.527
C 5.776 -1.814 -1.058 0.610 -1.063 -0.128
C 3.416 -3.725 -1.819 0.372 0.158 0.376
C 2.572 -0.961 -0.651 -0.893 0.026 -0.808
H 4.903 -1.274 -4.067 -0.408 -0.109 0.154
H 3.877 0.038 -3.593 -0.036 0.563 0.342
H 3.098 -1.433 -4.125 0.867 0.256 0.470
H 6.529 -1.740 -1.871 -0.386 -0.243 0.446
H 5.946 -2.752 -0.451 -0.057 1.055 -0.630
H 5.885 -0.942 -0.442 0.218 0.234 0.515
H 4.225 -4.216 -2.379 -0.539 -0.207 -0.131
H 2.422 -3.848 -2.268 0.373 -0.190 -0.072
H 3.412 -4.189 -0.802 -0.034 0.579 -0.683
H 2.112 -1.686 0.029 0.512 0.231 0.379
H 1.792 -0.921 -1.439 -0.033 0.026 0.213
```
Positions in Å, forces in eV/Å.

Charges computed using Löwdin, reported in e:
1. Ca 1.4177
2. O -0.2387
3. C -0.3440
4. C -0.0576
5. C -0.1360
6. C -0.1460
7. C -0.1185
8. C -0.4015
9. C -0.1003
10. N -0.0326
11. C -0.2236
12. C -0.2531
13. N -0.0423
14. C -0.1573
15. C -0.1677
16. C -0.0861
17. C -0.1275
18. C -0.1038
19. C -0.0211
20. C -0.3418
21. O -0.2079
22. H 0.1032
23. H 0.1004
24. H 0.0933
25. H 0.0927
26. H 0.1504
27. H 0.1139
28. H 0.1141
29. H 0.0969
30. H 0.1356
31. H 0.1440
32. H 0.0978
33. H 0.0709
34. H 0.0881
35. H 0.1024
36. Br 0.6846
37. C -0.7282
38. C -0.1398
39. C -0.0294
40. C -0.2756
41. C -0.0208
42. C -0.1225
43. N -0.0277
44. C -0.1607
45. C -0.3036
46. C -0.0600
47. C -0.1147
48. C -0.1552
49. C -0.1754
50. N -0.0015
51. H 0.0862
52. H 0.0583
53. H 0.1015
54. H 0.0787
55. H 0.1042
56. H 0.1001
57. H 0.0920
58. H 0.0926
59. H 0.0939
60. C -0.2326
61. Ge 0.7928
62. C -0.2252
63. C -0.2269
64. C -0.1823
65. H 0.0223
66. H -0.0073
67. H 0.0402
68. H 0.0240
69. H 0.0395
70. H -0.0224
71. H 0.0089
72. H 0.0156
73. H 0.0305
74. H 0.0635
75. H 0.0688